*1*
An isolated molecule of C3H6N2S, computed with wB97M-V/def2-TZVPD.

As for the SMILES: C=NN(C)C=S. For the HOMO energy, the calculation gives -8.44 eV.

Geometry as ORCA input:
```
! RIJCOSX wB97M-V def2-TZVPD def2/J DEFGRID3
* xyz 0 1
C 0.499 1.575 0.023
C 1.115 -0.791 -0.210
C -1.715 -1.109 0.089
H 1.529 1.769 -0.508
H -0.359 2.121 -0.441
H 0.447 1.763 1.209
H 0.727 -1.803 -0.355
H -2.744 -1.177 -0.071
H -1.281 -1.990 0.579
N 0.176 0.176 -0.096
N -1.174 0.003 -0.217
S 2.780 -0.536 -0.002
*
```


*2*
An isolated molecule of C3H6N2S, computed with wB97M-V/def2-TZVPD.

For the HOMO energy, the calculation gives -7.57 eV.

Geometry as ORCA input:
```
! RIJCOSX wB97M-V def2-TZVPD def2/J DEFGRID3
* xyz 0 1
C -1.539 0.082 0.802
C 0.870 0.295 -1.004
C -0.184 -0.998 -0.952
N -1.329 -0.861 -0.025
N 1.308 0.821 1.462
S 0.158 1.272 0.499
H -2.425 0.191 1.478
H 1.866 0.167 -0.454
H 0.482 0.885 -1.773
H 0.180 -1.859 -0.555
H -0.735 -1.333 -1.849
H 1.348 1.336 2.372
*
```


*3*
An isolated molecule of C3H6N2S, computed with wB97M-V/def2-TZVPD.

As for the SMILES: NC(=S)N1CC1. For the HOMO energy, the calculation gives -8.67 eV.

Geometry as ORCA input:
```
! RIJCOSX wB97M-V def2-TZVPD def2/J DEFGRID3
* xyz 0 1
C -1.088 0.501 0.147
C 1.110 -0.774 0.848
C 0.989 -0.868 -0.599
N 0.506 0.322 0.126
N -1.297 1.716 -0.392
S -2.095 -0.484 0.839
H 0.416 -1.425 1.386
H 2.018 -0.599 1.354
H 1.967 -0.751 -0.934
H 0.253 -1.572 -1.121
H -0.563 1.946 -1.152
H -2.217 1.987 -0.503
*
```


*4*
An isolated molecule of C3H6N2S, computed with wB97M-V/def2-TZVPD.

As for the SMILES: NC(N)=CC=S. For the HOMO energy, the calculation gives -7.89 eV.

Geometry as ORCA input:
```
! RIJCOSX wB97M-V def2-TZVPD def2/J DEFGRID3
* xyz 0 1
C 0.273 0.318 -0.345
C -0.872 -0.366 -0.029
C -1.048 -1.133 1.152
H 2.000 1.023 0.415
H 1.506 -0.400 1.074
H -0.542 1.312 -1.938
H 1.156 1.292 -1.932
H -1.683 -0.335 -0.710
H -0.213 -1.129 1.846
N 1.487 0.202 0.281
N 0.296 1.239 -1.371
S -2.359 -2.023 1.557
*
```


The structure with the greatest stability is *4*.


*1*
An isolated molecule of C3H6N2S, computed with wB97M-V/def2-TZVPD.

As for the SMILES: NC(=S)N1CC1. For the HOMO energy, the calculation gives -8.44 eV.

Geometry as ORCA input:
```
! RIJCOSX wB97M-V def2-TZVPD def2/J DEFGRID3
* xyz 0 1
C -0.138 0.631 -0.912
C 1.153 0.189 1.138
C 0.047 -0.829 1.043
H -1.732 0.455 -2.218
H -1.191 -1.069 -1.646
H 0.850 1.162 1.537
H 2.186 -0.086 1.273
H 0.193 -1.902 1.117
H -0.936 -0.522 1.388
N -1.189 -0.050 -1.473
N 0.592 -0.214 -0.123
S 0.166 2.234 -1.124
*
```


*2*
A structure of composition C3H6N2S, computed with wB97M-V/def2-TZVPD.

For the HOMO energy, the calculation gives -7.72 eV.

Geometry as ORCA input:
```
! RIJCOSX wB97M-V def2-TZVPD def2/J DEFGRID3
* xyz 0 1
C 0.605 1.027 -0.249
C 0.922 -0.315 -0.571
C 0.143 -1.465 -0.268
H -0.744 2.210 0.667
H -1.252 0.644 0.581
H 1.428 3.082 0.125
H 2.006 1.681 -1.447
H 1.951 -0.370 -0.944
H 0.668 -2.383 -0.437
N -0.640 1.390 0.089
N 1.573 1.919 -0.486
S -1.288 -1.469 0.673
*
```


The structure with the greatest stability is *1*.


*1*
An isolated molecule of C3H6N2S, computed with wB97M-V/def2-TZVPD.

As for the SMILES: C/N=C/NC=S. For the HOMO energy, the calculation gives -8.75 eV.

Geometry as ORCA input:
```
! RIJCOSX wB97M-V def2-TZVPD def2/J DEFGRID3
* xyz 0 1
C -3.449 0.102 -0.005
C -1.138 0.253 -0.001
C 1.286 0.478 0.012
H -3.989 -0.244 0.890
H -4.006 -0.252 -0.864
H -3.434 1.180 0.004
H -1.158 1.331 -0.007
H 0.218 -1.281 0.016
H 1.096 1.517 -0.012
N -2.134 -0.520 -0.002
N 0.163 -0.256 0.001
S 2.805 -0.114 -0.003
*
```


*2*
An isolated molecule of C3H6N2S, computed with wB97M-V/def2-TZVPD.

As for the SMILES: NN1CCC1=S. For the HOMO energy, the calculation gives -8.50 eV.

Geometry as ORCA input:
```
! RIJCOSX wB97M-V def2-TZVPD def2/J DEFGRID3
* xyz 0 1
C -1.788 -0.536 0.031
C -0.636 -1.531 -0.016
C 0.312 -0.367 -0.015
H -0.433 2.177 0.840
H -0.218 2.181 -0.747
H -2.474 -0.554 -0.872
H -2.382 -0.504 0.941
H -0.531 -2.150 0.892
H -0.607 -2.162 -0.911
N -0.845 1.851 -0.022
N -0.746 0.465 -0.019
S 1.903 -0.038 0.009
*
```


The structure with the greatest stability is *1*.


*1*
A structure of composition C3H3N2OS, computed with wB97M-V/def2-TZVPD.

For the HOMO energy (spin up / spin down), the calculation gives -15.38 / -15.38 eV.

Geometry as ORCA input:
```
! RIJCOSX wB97M-V def2-TZVPD def2/J DEFGRID3
* xyz 1 1
C -1.197 -0.184 0.072
C -0.400 -1.274 -0.061
C -0.654 1.169 0.066
N 0.513 1.511 -0.120
N 1.885 0.205 -0.053
O 2.966 0.589 0.083
S 1.444 -1.349 -0.027
H -2.322 -0.427 0.241
H -0.896 -2.285 -0.083
H -1.338 2.045 -0.116
*
```


*2*
The ion C3H3N2OS with charge +1, computed with wB97M-V/def2-TZVPD.

As for the SMILES: O=[N+]1CC=NC1=S. For the HOMO energy (spin up / spin down), the calculation gives -15.98 / -14.70 eV.

Geometry as ORCA input:
```
! RIJCOSX wB97M-V def2-TZVPD def2/J DEFGRID3
* xyz 1 1
C -0.387 1.058 -0.658
C -0.399 0.038 1.246
C 0.443 -0.170 -0.868
N -0.697 1.192 0.578
N 0.209 -0.898 0.416
O 0.528 -2.011 0.761
S -0.917 -0.225 2.806
H -0.673 1.755 -1.320
H 0.390 -0.828 -1.877
H 1.503 0.090 -1.084
*
```


The structure with the greatest stability is *2*.